(1)
Here is one molecule with the formula C27H35ClN4O3 from OMol25. Energies are from the ωB97M-V functional and the def2-TZVPD basis.

Geometry as XYZ:
```
70
Properties=species:S:1:pos:R:3
C 0.81688 -1.72521 -3.57566
C 1.91077 -1.25469 -2.66356
C 3.16069 -1.85509 -2.68057
C 4.17245 -1.37032 -1.87267
C 3.97475 -0.28882 -1.02821
C 5.12480 0.24747 -0.22668
C 2.70389 0.30029 -0.97621
N 2.50629 1.41306 -0.12993
C 2.43735 1.11825 1.29109
C 2.62594 2.40757 2.08463
N 1.58883 3.36921 1.73722
C 1.69800 4.59303 2.52496
C 0.38738 5.38197 2.59583
C -0.71793 4.59636 3.30072
N -1.07466 3.43014 2.52925
C -2.33729 3.12795 2.19124
O -3.31514 3.73734 2.57648
C -2.43591 1.90831 1.27536
C -2.04033 0.62297 2.01924
C -1.55684 -0.40796 1.01473
O -0.38854 -0.41195 0.68349
N -2.46380 -1.28051 0.48648
C -3.90131 -1.18578 0.63900
C -4.51153 -1.01874 -0.75320
O -4.25924 -2.15428 -1.54554
C -3.00931 -2.68926 -1.41622
C -2.67355 -3.70910 -2.30077
C -1.43605 -4.31596 -2.24869
C -0.52377 -3.89731 -1.29233
Cl 1.03440 -4.63341 -1.21003
C -0.84095 -2.89807 -0.39151
C -2.08444 -2.27639 -0.44663
C 1.64194 3.62573 0.30531
C 1.43884 2.32596 -0.47136
C 1.69773 -0.18810 -1.80401
H 0.92902 -2.78258 -3.80272
H -0.16114 -1.56493 -3.12677
H 0.85457 -1.17299 -4.51604
H 3.34670 -2.69623 -3.33266
H 5.14951 -1.83249 -1.90932
H 6.05288 0.13363 -0.78377
H 4.96898 1.30044 -0.00605
H 5.23684 -0.29213 0.71477
H 3.21716 0.40668 1.55694
H 1.46311 0.67211 1.53955
H 2.55541 2.18895 3.15356
H 3.62920 2.81766 1.87722
H 2.49584 5.24558 2.13110
H 1.97804 4.30730 3.54285
H 0.57400 6.30420 3.14792
H 0.05129 5.65426 1.59476
H -1.61909 5.20406 3.41794
H -0.37377 4.28923 4.29617
H -0.26846 2.96083 2.11648
H -3.45730 1.84678 0.89757
H -1.75966 2.05758 0.42991
H -2.84803 0.26724 2.65622
H -1.17962 0.83801 2.65650
H -4.27814 -2.11323 1.08656
H -4.18281 -0.34467 1.26477
H -4.08699 -0.12498 -1.23216
H -5.59767 -0.91747 -0.70295
H -3.40869 -4.00544 -3.03129
H -1.18008 -5.10046 -2.94164
H -0.11641 -2.58959 0.34155
H 0.85330 4.33282 0.03935
H 2.61375 4.06462 0.02065
H 1.47535 2.53518 -1.54257
H 0.44968 1.91102 -0.21771
H 0.71496 0.25475 -1.76821
```

* E_HOMO: -7.813 eV
* DFT total energy: -53193.93336 eV
* largest force on an atom: 0.0101 hartree/bohr
* SMILES: Cc1ccc(C)c(N2CCN(CCCNC(=O)CCC(=O)N3CCOc4ccc(Cl)cc43)CC2)c1
* energy relative to the best compared isomer or geometry (same formula, charge and spin): 0.158 eV

(2)
Here is a 2-piece molecular cluster, CH4NO2P overall in a non-equilibrium geometry from OMol25. Energies are from the ωB97M-V functional and the def2-TZVPD basis.

Geometry as XYZ:
```
9
Properties=species:S:1:pos:R:3
C 0.85808 -0.26208 -0.42967
N 1.37948 -0.74577 0.59285
O 0.81816 0.47408 -1.31776
O -1.22251 -0.69786 0.02573
P -2.12748 0.50605 -0.31816
H 2.37617 -0.91072 0.82981
H 0.72608 -1.00958 1.37176
H -1.50632 1.47974 0.48338
H -1.30167 1.16614 -1.23793
```

* E_HOMO (spin up / spin down): -5.224 / -10.463 eV
* DFT total energy: -15970.43368 eV
* multiplicity: 3
* largest force on an atom: 0.0925 hartree/bohr
* energy relative to the best compared isomer or geometry (same formula, charge and spin): 2.296 eV

(3)
Here is a 2-piece molecular cluster, C7H9N overall in a non-equilibrium geometry from OMol25. Energies are from the ωB97M-V functional and the def2-TZVPD basis.

Geometry as XYZ:
```
17
Properties=species:S:1:pos:R:3
C -2.17942 0.02740 -0.07251
C -3.59431 -0.08231 0.17398
C 2.05889 0.67641 0.41807
C 1.10177 1.42684 -0.47172
C 0.47555 -1.24329 -0.84594
C -0.24513 -0.78806 0.37610
C 0.85200 0.00674 -0.12387
N -2.80169 0.93896 -0.64870
H -4.18948 -0.79675 -0.37787
H -4.01788 0.26480 1.10885
H 3.02058 0.39528 0.01084
H 2.08958 0.91613 1.47151
H 0.45618 2.16860 -0.02794
H 1.41069 1.65834 -1.47875
H 1.10456 -2.12211 -0.76484
H -0.00973 -1.14670 -1.80644
H -0.38772 -1.29363 1.30807
```

* E_HOMO: -8.865 eV
* DFT total energy: -8888.67971 eV
* largest force on an atom: 0.0849 hartree/bohr
* energy relative to the best compared isomer or geometry (same formula, charge and spin): 6.477 eV

(4)
Here is one molecule with the formula C4H8FN in a non-equilibrium geometry from OMol25. Energies are from the ωB97M-V functional and the def2-TZVPD basis.

Geometry as XYZ:
```
14
Properties=species:S:1:pos:R:3
C -1.09106 0.08496 -1.39854
C -0.16702 0.49028 -0.29375
N 1.23482 -0.06114 -0.36234
C 1.18821 -0.29449 1.06966
C -0.36378 -0.30402 0.99074
F -0.88731 -1.57739 0.80574
H -0.78505 0.61067 -2.31130
H -1.22016 -0.95134 -1.53655
H -2.04232 0.56354 -1.14494
H -0.15564 1.59916 -0.09095
H 1.97639 0.44033 -0.68965
H 1.55537 0.60288 1.67578
H 1.64083 -1.21919 1.36868
H -0.88328 0.01573 1.91741
```

* E_HOMO: -9.137 eV
* DFT total energy: -8483.90129 eV
* largest force on an atom: 0.0686 hartree/bohr
* SMILES: C[C@@H]1NC[C@@H]1F
* energy relative to the best compared isomer or geometry (same formula, charge and spin): 1.136 eV

(5)
Here is one molecule with the formula C8H20OSi in a non-equilibrium geometry from OMol25. Energies are from the ωB97M-V functional and the def2-TZVPD basis.

Geometry as XYZ:
```
30
Properties=species:S:1:pos:R:3
C 0.04630 -2.63233 2.27639
C -0.38437 -1.25763 1.75646
O -0.08309 -1.15887 0.38926
Si -0.04597 0.36774 -0.30842
C -1.83641 0.96972 -0.10285
C -2.88994 0.00536 -0.63835
C 0.49272 -0.11450 -2.04921
C 0.69332 1.09500 -2.88564
C 1.28407 1.41484 0.57752
C 2.59033 0.74322 0.92841
H 1.02257 -2.87401 1.85987
H 0.15070 -2.64075 3.37064
H -0.64576 -3.44238 1.96276
H 0.15252 -0.44744 2.24192
H -1.46707 -1.09953 1.87126
H -2.01858 1.26687 0.90004
H -1.86248 1.88143 -0.67488
H -3.89320 0.33125 -0.35534
H -2.76460 -0.06480 -1.73141
H -2.78046 -0.99436 -0.24211
H -0.30632 -0.74866 -2.42207
H 1.42678 -0.70278 -1.92213
H 1.59551 1.64534 -2.57065
H 0.68339 0.87544 -3.93961
H -0.12883 1.82216 -2.76987
H 1.40003 2.27476 -0.05341
H 0.74533 1.76654 1.45723
H 2.44525 -0.19551 1.42676
H 3.18814 1.35274 1.59033
H 3.19011 0.56115 0.05711
```

* E_HOMO: -9.464 eV
* DFT total energy: -18546.90484 eV
* largest force on an atom: 0.0335 hartree/bohr
* SMILES: CCO[Si](CC)(CC)CC
* energy relative to the best compared isomer or geometry (same formula, charge and spin): 0.000 eV

(6)
Here is one molecule with the formula C11H10N2 in a non-equilibrium geometry from OMol25. Energies are from the ωB97M-V functional and the def2-TZVPD basis.

Geometry as XYZ:
```
23
Properties=species:S:1:pos:R:3
N 1.00384 -2.28848 -2.85266
C 0.18457 -1.26731 -2.33179
C -0.98135 -0.85401 -2.98806
C -1.71116 0.11531 -2.27399
N -1.50720 0.52525 -1.04615
C -0.38338 0.12975 -0.44341
C -0.12267 0.55804 0.95308
C -1.19200 0.90046 1.82257
C -0.83961 1.46586 3.07477
C 0.48940 1.42096 3.52544
C 1.49867 0.97485 2.60316
C 1.17493 0.60841 1.30066
C 0.47930 -0.77651 -1.00692
H 1.00867 -2.73300 -3.79493
H 1.88322 -2.56498 -2.41690
H -1.09094 -1.11816 -4.06112
H -2.58397 0.54898 -2.73791
H -2.22711 0.95182 1.44705
H -1.67076 1.77055 3.63273
H 0.65266 1.67115 4.52543
H 2.57349 0.93421 2.94964
H 1.98808 0.26540 0.69267
H 1.37332 -1.23857 -0.57334
```

* E_HOMO: -8.554 eV
* DFT total energy: -14548.87484 eV
* largest force on an atom: 0.0624 hartree/bohr
* SMILES: Nc1ccnc(-c2ccccc2)c1
* energy relative to the best compared isomer or geometry (same formula, charge and spin): 0.698 eV

(7)
Here is a 2-piece molecular cluster, C2H9FN3P overall in a non-equilibrium geometry from OMol25. Energies are from the ωB97M-V functional and the def2-TZVPD basis.

Geometry as XYZ:
```
16
Properties=species:S:1:pos:R:3
C 0.80290 0.06405 1.45518
C 1.12010 0.35361 -0.97359
N -2.28817 -0.60936 1.31207
N -1.66112 -1.41881 -1.13093
N 0.31480 -0.16552 0.11389
F -1.43314 2.23867 -0.78268
P -1.40747 -0.31960 0.08220
H 0.89392 1.08920 1.62652
H 0.16366 -0.29199 2.15613
H 1.62213 -0.48951 1.65247
H 1.12930 1.37614 -1.00453
H 2.13694 0.02236 -0.63311
H 0.81492 0.03751 -1.87962
H -2.02022 -0.12152 2.11634
H -1.30823 -1.22715 -2.04735
H -2.54481 -1.95495 -1.25483
```

* E_HOMO: -9.437 eV
* DFT total energy: -18693.98934 eV
* largest force on an atom: 0.0880 hartree/bohr
* energy relative to the best compared isomer or geometry (same formula, charge and spin): 4.158 eV

(8)
Here is one molecule with the formula C5H4O2 from OMol25. Energies are from the ωB97M-V functional and the def2-TZVPD basis.

Geometry as XYZ:
```
11
Properties=species:S:1:pos:R:3
O 2.00296 1.51918 0.51412
C 1.11469 0.75471 0.23080
C 1.10658 -0.72527 0.22014
C -0.11272 -1.17984 -0.10168
C -1.14993 -0.08835 -0.19148
C -0.31670 1.18011 -0.19490
O -0.68189 2.30469 -0.41109
H 1.97982 -1.32735 0.44032
H -0.36119 -2.22778 -0.25001
H -1.70918 -0.04394 0.75126
H -1.87243 -0.16617 -1.00748
```

* E_HOMO: -9.425 eV
* DFT total energy: -9343.62639 eV
* largest force on an atom: 0.0129 hartree/bohr
* SMILES: O=C1C=CCC1=O
* energy relative to the best compared isomer or geometry (same formula, charge and spin): 0.556 eV

(9)
Here is an isolated ion of composition C6H14NO2S and charge -1 in a non-equilibrium geometry from OMol25. Energies are from the ωB97M-V functional and the def2-TZVPD basis.

Geometry as XYZ:
```
24
Properties=species:S:1:pos:R:3
C -2.29642 -1.89801 0.87715
N -1.06497 -2.12439 1.61417
S -0.02569 -0.68486 1.81300
O -0.96649 0.36209 2.14700
O 0.84266 -1.09875 2.89630
C 0.73219 -0.60437 0.10230
C 0.72060 0.74875 -0.61605
C 1.40691 0.52916 -2.04189
C -0.81190 1.04274 -0.88765
C 1.51883 1.86322 0.01586
H -2.66553 -0.88904 1.09204
H -2.12351 -2.01647 -0.24475
H -3.07614 -2.59250 1.14981
H -0.51796 -2.83395 1.17405
H 1.77331 -0.78294 0.45930
H 1.45632 1.43865 -2.46310
H 0.93189 -0.18610 -2.72389
H 2.38546 0.09108 -1.79982
H -0.99528 2.12890 -1.36042
H -1.07668 0.33447 -1.64047
H -1.39965 0.80141 -0.02494
H 1.22212 2.78815 -0.49778
H 1.51660 1.87421 1.16305
H 2.51333 1.70855 -0.20326
```

* E_HOMO: -3.083 eV
* DFT total energy: -22867.80203 eV
* largest force on an atom: 0.0890 hartree/bohr
* SMILES: CN[S@@](=O)([O-])=CC(C)(C)C
* charge: -1
* energy relative to the best compared isomer or geometry (same formula, charge and spin): 0.228 eV

(10)
Here is C54H42FGeMoO4P3S as an isolated structure from OMol25. Energies are from the ωB97M-V functional and the def2-TZVPD basis.

Geometry as XYZ:
```
107
Properties=species:S:1:pos:R:3
Mo -0.34662 0.23926 -0.90945
F 2.56546 -0.95044 3.99752
Ge 1.66361 -0.61028 2.51878
C 0.38072 0.67036 3.31864
C 0.64908 0.87577 4.68359
C -0.09495 1.74588 5.46194
C -1.13370 2.46377 4.90209
C -1.41823 2.28827 3.56461
C -0.68995 1.38870 2.77411
P -1.27722 1.46717 1.05872
C -3.06095 1.12737 1.10526
C -3.91127 1.53590 0.07485
C -5.28156 1.38096 0.20116
C -5.81704 0.79985 1.34026
C -4.97553 0.33977 2.34165
C -3.60435 0.49568 2.22771
C -1.00975 3.22544 0.69863
C -1.99463 4.06869 0.19394
C -1.73687 5.42398 0.05884
C -0.50736 5.94259 0.43493
C 0.47439 5.10443 0.94341
C 0.22933 3.74808 1.06803
C 1.04275 -2.45873 2.18745
C 1.58304 -3.36798 3.11364
C 1.27856 -4.71841 3.08395
C 0.41987 -5.21582 2.12132
C -0.11868 -4.34803 1.19483
C 0.17914 -2.97796 1.21964
P -0.68538 -2.10660 -0.11317
C -2.45390 -2.24289 0.28604
C -3.43015 -1.80204 -0.60892
C -4.77122 -2.01892 -0.33791
C -5.15340 -2.67014 0.82518
C -4.19147 -3.06696 1.74139
C -2.84931 -2.84511 1.48401
C -0.34013 -3.17245 -1.54465
C 0.92725 -3.74270 -1.64796
C 1.20346 -4.63645 -2.66901
C 0.22572 -4.95549 -3.59829
C -1.03207 -4.37695 -3.50802
C -1.31809 -3.48827 -2.48503
C 3.22716 0.02181 1.45228
C 4.42167 -0.07502 2.18753
C 5.66025 0.21983 1.63926
C 5.76343 0.61483 0.31951
C 4.61027 0.72721 -0.42921
C 3.35187 0.45028 0.12484
P 2.05118 0.72147 -1.08450
C 2.43213 -0.38477 -2.47581
C 1.78186 -0.24075 -3.70480
C 2.13199 -1.05046 -4.77225
C 3.13804 -1.99449 -4.62780
C 3.77419 -2.15329 -3.40477
C 3.40965 -1.37282 -2.32243
C 2.16056 2.45467 -1.61893
C 1.29553 2.94652 -2.59949
C 1.41724 4.25253 -3.04446
C 2.40458 5.07558 -2.52420
C 3.24673 4.60172 -1.52936
C 3.11440 3.30685 -1.05706
H 1.46107 0.34759 5.15181
H 0.15071 1.86655 6.50718
H -1.71236 3.15818 5.49301
H -2.22211 2.86367 3.12294
H -3.52356 1.98671 -0.82701
H -5.92705 1.71950 -0.59627
H -6.88746 0.69453 1.44317
H -5.38478 -0.13699 3.22092
H -2.96752 0.14267 3.02665
H -2.97207 3.69131 -0.06908
H -2.50841 6.07721 -0.32268
H -0.31954 7.00332 0.34641
H 1.42381 5.51002 1.25890
H 0.98817 3.10769 1.51058
H 2.25494 -3.01515 3.87725
H 1.71717 -5.37916 3.81801
H 0.17358 -6.26709 2.08638
H -0.78599 -4.74039 0.43825
H -3.16856 -1.29160 -1.52902
H -5.51368 -1.68088 -1.04614
H -6.19881 -2.85646 1.02320
H -4.48217 -3.55398 2.66107
H -2.11947 -3.16578 2.21320
H 1.68827 -3.53090 -0.90596
H 2.17895 -5.09649 -2.72805
H 0.43852 -5.66460 -4.38531
H -1.79965 -4.62914 -4.22458
H -2.31193 -3.06961 -2.41751
H 4.38941 -0.39595 3.21395
H 6.54675 0.12833 2.25197
H 6.72381 0.83542 -0.12368
H 4.68610 1.03965 -1.46422
H 1.00001 0.49094 -3.85531
H 1.62609 -0.92913 -5.71923
H 3.42594 -2.60912 -5.46944
H 4.55875 -2.88782 -3.29095
H 3.91506 -1.51115 -1.37564
H 0.50914 2.33998 -3.02870
H 0.74368 4.61732 -3.80674
H 2.51150 6.08809 -2.88682
H 4.01027 5.24229 -1.11216
H 3.77088 2.96915 -0.26716
O -1.24099 1.32238 -4.17808
S -1.90917 0.79588 -3.04279
O -3.30957 0.58583 -3.04623
O -1.16036 -0.50890 -2.53172
O -1.47874 1.61505 -1.74639
```

* E_HOMO (spin up / spin down): -13.905 / -13.856 eV
* DFT total energy: -164648.45787 eV
* multiplicity: 3
* largest force on an atom: 0.0102 hartree/bohr
* charge: +2

Copy entry 9 word for word.
Here is an isolated ion of composition C6H14NO2S and charge -1 in a non-equilibrium geometry from OMol25. Energies are from the ωB97M-V functional and the def2-TZVPD basis.

Geometry as XYZ:
```
24
Properties=species:S:1:pos:R:3
C -2.29642 -1.89801 0.87715
N -1.06497 -2.12439 1.61417
S -0.02569 -0.68486 1.81300
O -0.96649 0.36209 2.14700
O 0.84266 -1.09875 2.89630
C 0.73219 -0.60437 0.10230
C 0.72060 0.74875 -0.61605
C 1.40691 0.52916 -2.04189
C -0.81190 1.04274 -0.88765
C 1.51883 1.86322 0.01586
H -2.66553 -0.88904 1.09204
H -2.12351 -2.01647 -0.24475
H -3.07614 -2.59250 1.14981
H -0.51796 -2.83395 1.17405
H 1.77331 -0.78294 0.45930
H 1.45632 1.43865 -2.46310
H 0.93189 -0.18610 -2.72389
H 2.38546 0.09108 -1.79982
H -0.99528 2.12890 -1.36042
H -1.07668 0.33447 -1.64047
H -1.39965 0.80141 -0.02494
H 1.22212 2.78815 -0.49778
H 1.51660 1.87421 1.16305
H 2.51333 1.70855 -0.20326
```

* E_HOMO: -3.083 eV
* DFT total energy: -22867.80203 eV
* largest force on an atom: 0.0890 hartree/bohr
* SMILES: CN[S@@](=O)([O-])=CC(C)(C)C
* charge: -1
* energy relative to the best compared isomer or geometry (same formula, charge and spin): 0.228 eV

The lowest DFT total energy belongs to which entry? C54H42FGeMoO4P3S

Look up the largest force on an atom of the tenth one. 0.0102 hartree/bohr